Record 1
Entry from OMol25: 8 unconnected molecules or ions with the total composition C48H40N8O16 in a non-equilibrium geometry (ωB97M-V/def2-TZVPD).

Output
Expectation value of S² = 0.77
Maximum force = 0.103 hartree/bohr
Gap between HOMO and LUMO (spin up / spin down) = 6.092 / 2.487 eV
Multiplicity = 2
Net charge = +1

CARTESIAN COORDINATES (ANGSTROEM)
1 C 15.03073 8.92875 -14.63926
2 C 15.69465 9.89309 -13.89786
3 C 15.01537 10.51749 -12.88866
4 C 13.59092 10.20186 -12.72556
5 C 12.96222 9.29788 -13.58194
6 C 13.68492 8.58214 -14.49121
7 N 12.77412 10.92671 -11.73653
8 O 13.36522 11.55032 -10.87469
9 O 11.54168 10.82100 -11.68663
10 H 15.49411 8.44076 -15.48398
11 H 16.65469 10.32866 -14.13240
12 H 15.43300 11.36022 -12.35783
13 H 11.89780 9.14851 -13.47655
14 H 13.24896 7.76171 -15.04187
15 C 8.52673 3.54151 -17.01006
16 C 8.28927 4.90953 -17.12166
17 C 8.66163 5.84077 -16.13952
18 C 9.24521 5.34984 -14.95021
19 C 9.51982 3.93505 -14.86406
20 C 9.06899 2.98367 -15.84451
21 N 9.47616 6.27634 -13.83099
22 O 9.59271 7.44241 -14.12651
23 O 9.64337 5.79673 -12.75625
24 H 8.44419 3.03148 -17.95846
25 H 7.74825 5.31843 -17.96219
26 H 8.35666 6.87654 -16.16335
27 H 10.02584 3.58672 -13.97580
28 H 9.42530 1.98589 -15.63503
29 C 9.36557 2.66289 -20.97614
30 C 9.14263 1.24011 -20.99914
31 C 8.41948 0.75109 -22.10265
32 C 7.84823 1.56411 -23.07898
33 C 8.03317 2.97992 -22.93873
34 C 8.74047 3.48128 -21.88339
35 N 7.06199 1.00322 -24.19224
36 O 6.39500 0.05531 -23.86898
37 O 7.10581 1.49122 -25.37981
38 H 9.94449 3.10855 -20.18077
39 H 9.57940 0.59978 -20.24707
40 H 8.23988 -0.31177 -22.16964
41 H 7.56651 3.69908 -23.59557
42 H 8.97169 4.53484 -21.93765
43 C 12.38850 1.04832 -12.55228
44 C 12.20823 -0.16482 -13.26740
45 C 13.03062 -1.28017 -12.87474
46 C 14.00359 -1.14414 -11.92256
47 C 14.10903 0.03277 -11.20289
48 C 13.32536 1.11331 -11.55648
49 N 14.79152 -2.30598 -11.60011
50 O 14.68547 -3.38694 -12.26444
51 O 15.61553 -2.23459 -10.67694
52 H 11.74070 1.90982 -12.61986
53 H 11.42033 -0.36825 -13.97749
54 H 12.74182 -2.16448 -13.42336
55 H 14.91294 0.06529 -10.48243
56 H 13.47348 2.08044 -11.09917
57 C 6.81898 -2.95491 -16.67884
58 C 5.64257 -2.65665 -16.10708
59 C 5.02846 -1.40979 -16.46610
60 C 5.73335 -0.49994 -17.24686
61 C 7.00441 -0.87133 -17.76188
62 C 7.48559 -2.12091 -17.52661
63 N 5.22694 0.85044 -17.45931
64 O 3.97926 0.99121 -17.43527
65 O 5.90528 1.74443 -17.91407
66 H 7.27532 -3.91591 -16.49270
67 H 5.11898 -3.45587 -15.60360
68 H 4.06231 -1.24272 -16.01330
69 H 7.49820 -0.15032 -18.39647
70 H 8.42254 -2.45083 -17.95050
71 C 12.28808 8.35023 -9.40222
72 C 11.28575 7.49786 -9.84864
73 C 9.99621 7.48194 -9.28984
74 C 9.81512 8.23549 -8.17972
75 C 10.90574 9.06597 -7.67068
76 C 12.11824 9.15203 -8.33038
77 N 8.54680 8.11935 -7.43821
78 O 8.31500 9.10008 -6.79266
79 O 7.78832 7.13129 -7.54476
80 H 13.19662 8.56490 -9.94524
81 H 11.48461 6.83596 -10.67855
82 H 9.20003 6.79023 -9.52230
83 H 10.76015 9.55175 -6.71715
84 H 12.91404 9.80953 -8.01287
85 C 4.85287 8.48280 -20.64445
86 C 5.63070 7.57625 -19.92933
87 C 5.19898 6.46715 -19.30627
88 C 3.79032 6.16214 -19.37572
89 C 2.95096 7.15158 -20.08673
90 C 3.47189 8.29607 -20.77055
91 N 3.21568 4.99584 -18.80811
92 O 3.93328 4.22319 -18.18200
93 O 2.09144 4.70836 -18.90968
94 H 5.18909 9.46782 -20.93269
95 H 6.66814 7.70570 -19.65849
96 H 5.77163 5.85364 -18.62651
97 H 1.89701 7.03439 -20.29132
98 H 2.80938 9.05843 -21.15302
99 C 8.90858 9.80854 -15.39850
100 C 9.99260 10.13754 -16.17758
101 C 10.86069 11.17827 -15.86237
102 C 10.64810 11.98253 -14.68331
103 C 9.49489 11.66782 -13.91519
104 C 8.62192 10.59323 -14.18151
105 N 11.45578 13.18323 -14.29038
106 O 10.83600 14.19138 -13.97771
107 O 12.69876 13.11839 -14.28287
108 H 8.24638 8.98145 -15.60783
109 H 10.24860 9.55787 -17.05213
110 H 11.70586 11.45544 -16.47497
111 H 9.23517 12.41667 -13.18159
112 H 7.70406 10.31776 -13.68346

Mulliken atomic charge list, values in e, 8 entries:
1. C -0.3642
2. C -0.6521
3. C -0.4822
4. C -0.2049
5. C 0.0890
6. C -0.8972
7. N 1.0737
8. O -0.5808

Record 2
Entry from OMol25: 5 unconnected molecules or ions with the total composition C48H41F8NO18S (ωB97M-V/def2-TZVPD).

Output
Maximum force = 0.018 hartree/bohr
Gap between HOMO and LUMO = 6.208 eV

CARTESIAN COORDINATES (ANGSTROEM)
1 C -4.66955 -4.18403 6.44958
2 C -4.80037 -3.83798 4.95281
3 C -4.92207 -2.32659 4.75922
4 C -5.17809 -1.96040 3.31191
5 O -4.79423 -0.61967 2.95957
6 C -5.18601 0.36734 3.84070
7 C -6.52020 0.60357 4.14083
8 C -6.85355 1.62824 5.02305
9 C -5.86125 2.42520 5.58484
10 C -4.52895 2.17416 5.28225
11 C -4.17097 1.14780 4.40655
12 N -2.82524 0.90267 4.10846
13 C -2.06339 2.04224 3.77300
14 C -1.23825 2.04057 2.65200
15 C -0.48028 3.16669 2.33883
16 C 0.37336 3.09968 1.09310
17 C -0.41787 3.61439 -0.11272
18 C 0.42409 3.79381 -1.38298
19 C 0.75557 2.54692 -2.17374
20 F 0.75867 2.83597 -3.50893
21 F 1.97741 2.07768 -1.88284
22 C -0.22185 1.35928 -2.08846
23 F -1.45396 1.74590 -2.35381
24 F -0.19480 0.76402 -0.91055
25 F 0.14607 0.47172 -3.01766
26 C -0.54817 4.31504 3.14437
27 C 0.21812 5.59059 2.87543
28 C -0.62153 6.64700 2.11053
29 C -1.08089 7.83708 2.92010
30 F -0.21203 8.20570 3.85629
31 F -1.24339 8.90807 2.10492
32 F -2.25614 7.64226 3.50774
33 C -1.37645 4.30133 4.27212
34 O -1.45048 5.41473 5.06046
35 C -2.13983 3.17431 4.57530
36 S -3.20436 3.11393 5.99327
37 H -4.63964 -3.28055 7.04951
38 H -5.53383 -4.75173 6.77549
39 H -3.79818 -4.79024 6.65752
40 H -3.91653 -4.16079 4.40877
41 H -5.68413 -4.32521 4.55420
42 H -4.03058 -1.82988 5.13709
43 H -5.76153 -1.98128 5.35993
44 H -4.60500 -2.60092 2.64893
45 H -6.23205 -2.10117 3.07082
46 H -7.26318 -0.01647 3.66839
47 H -7.89317 1.79795 5.25414
48 H -6.12719 3.22575 6.25532
49 H -2.73230 0.16607 3.42453
50 H -1.16423 1.17534 2.00968
51 H 1.28770 3.67050 1.20895
52 H 0.65834 2.06092 0.95064
53 H -1.30685 3.01082 -0.26370
54 H -0.77503 4.60271 0.15822
55 H 1.37759 4.21282 -1.07001
56 H -0.04500 4.52779 -2.02661
57 H 0.57821 5.99761 3.81015
58 H 1.09199 5.37552 2.27394
59 H -0.08523 7.03157 1.25086
60 H -1.52318 6.17797 1.73220
61 H -1.34163 5.17521 5.98530
62 O 2.71258 0.46920 -8.99424
63 C 3.23316 1.00048 -8.03106
64 C 4.65334 1.29389 -7.93406
65 C 5.13445 1.86802 -6.82434
66 O 6.41813 2.16759 -6.65516
67 C 4.24846 2.22226 -5.66080
68 O 4.77666 2.72494 -4.68603
69 C 2.82682 1.94937 -5.76702
70 C 2.34573 1.37609 -6.87713
71 O 1.05929 1.08621 -7.04819
72 H 5.28207 1.03266 -8.77342
73 H 6.48166 2.57147 -5.76633
74 H 2.19591 2.21497 -4.93339
75 H 0.99183 0.67375 -7.93076
76 O -4.60758 -7.38950 6.49005
77 C -4.13873 -8.09657 5.61728
78 C -2.93991 -7.76986 4.86635
79 C -2.51020 -8.60484 3.91074
80 O -1.42605 -8.37941 3.18075
81 C -3.23605 -9.88229 3.58319
82 O -2.78274 -10.57154 2.68933
83 C -4.42468 -10.21777 4.34717
84 C -4.85250 -9.38388 5.30431
85 O -5.92783 -9.61695 6.04623
86 H -2.42688 -6.84938 5.10718
87 H -1.35049 -9.13531 2.56661
88 H -4.93118 -11.14336 4.11356
89 H -6.00859 -8.85634 6.65336
90 O 10.34943 3.80089 -2.24222
91 C 10.46770 2.96737 -3.12057
92 C 11.42048 1.87171 -3.08144
93 C 11.48242 1.01070 -4.10634
94 O 12.32288 -0.01533 -4.14544
95 C 10.59192 1.14135 -5.31297
96 O 10.72623 0.32333 -6.20272
97 C 9.62901 2.22858 -5.34337
98 C 9.56453 3.08572 -4.31755
99 O 8.70478 4.09781 -4.27288
100 H 12.05677 1.78674 -2.21209
101 H 12.15926 -0.46720 -4.99567
102 H 8.98380 2.30863 -6.20767
103 H 8.86743 4.55617 -3.42598
104 O -2.65040 -4.14585 -5.24493
105 C -1.50569 -3.76104 -5.39516
106 C -0.39224 -4.63338 -5.72684
107 C 0.83676 -4.11662 -5.85770
108 O 1.90495 -4.84415 -6.15963
109 C 1.10745 -2.64843 -5.66735
110 O 2.25745 -2.26804 -5.79115
111 C -0.00806 -1.77500 -5.35507
112 C -1.23782 -2.28980 -5.22776
113 O -2.30856 -1.55809 -4.94408
114 H -0.59707 -5.68624 -5.85892
115 H 2.65690 -4.22149 -6.18681
116 H 0.19783 -0.72059 -5.23521
117 H -3.05938 -2.18118 -4.90644

Mulliken atomic charge list, values in e, 8 entries:
1. C -1.2236
2. C -0.4245
3. C -0.3057
4. C -0.9230
5. O -0.5539
6. C 0.6351
7. C -0.5413
8. C -0.6066

Record 3
Entry from OMol25: a molecular structure, C48H41N5P2S2ScTe (ωB97M-V/def2-TZVPD).

Output
Maximum force = 0.015 hartree/bohr
Gap between HOMO and LUMO = 5.595 eV
Net charge = -1

CARTESIAN COORDINATES (ANGSTROEM)
1 Sc -1.39494 -1.25706 -0.16840
2 C -4.41537 -5.15474 -3.30156
3 S -2.86614 -5.56354 -2.46887
4 C -2.52980 -3.95015 -1.73139
5 S -2.29263 -3.89619 -0.01685
6 N -2.53281 -2.97714 -2.56784
7 N -2.20612 -1.71726 -1.99322
8 C -3.27344 -0.80748 -2.17265
9 C -2.88854 0.59371 -2.47534
10 C -3.70446 1.38981 -3.28408
11 C -3.33855 2.68920 -3.54588
12 C -2.15152 3.16748 -3.00209
13 C -1.40026 2.30218 -2.23176
14 N -1.73617 1.03125 -1.96322
15 H -4.74740 -6.04990 -3.83127
16 H -4.24783 -4.34281 -4.00529
17 H -5.16447 -4.86445 -2.56553
18 H -4.05498 -1.18314 -2.82243
19 H -4.62234 0.96633 -3.67196
20 H -3.95660 3.32488 -4.16952
21 H -1.80920 4.18151 -3.16586
22 H -0.46911 2.65646 -1.81336
23 C 1.38027 0.45694 2.70558
24 N 0.97574 1.21902 1.48173
25 P 1.48666 0.24274 0.09927
26 C 3.29462 0.07594 0.39297
27 C 4.07279 1.04110 1.02702
28 C 5.45555 0.91827 1.05203
29 C 6.07458 -0.16879 0.44387
30 C 5.30403 -1.13903 -0.17955
31 C 3.91975 -1.01804 -0.20098
32 C 1.69224 1.35227 -1.35498
33 C 1.34301 0.78857 -2.58055
34 C 1.57227 1.47006 -3.77073
35 C 2.13790 2.73503 -3.74215
36 C 2.50759 3.30089 -2.52450
37 C 2.30941 2.60200 -1.34434
38 P -0.76397 1.49277 1.30525
39 C -0.82157 3.25410 0.74431
40 C -2.07941 3.74028 0.38116
41 C -2.24561 5.07636 0.05185
42 C -1.15579 5.94136 0.07208
43 C 0.09649 5.46040 0.43086
44 C 0.26000 4.12058 0.77185
45 C -1.30312 1.97197 3.01074
46 C -0.48600 2.66814 3.90170
47 C -0.98100 3.09154 5.12633
48 C -2.30834 2.84789 5.46579
49 C -3.13863 2.19787 4.56509
50 C -2.63776 1.76280 3.34247
51 H 2.35361 0.79444 3.05348
52 H 1.43959 -0.61665 2.52216
53 H 0.66061 0.58842 3.50396
54 H 3.59429 1.89619 1.49054
55 H 6.05279 1.67812 1.54208
56 H 7.15442 -0.25569 0.45517
57 H 5.77800 -1.99114 -0.65170
58 H 3.31517 -1.78125 -0.68497
59 H 0.85864 -0.18182 -2.60557
60 H 1.28914 1.01597 -4.71265
61 H 2.29639 3.28141 -4.66464
62 H 2.96070 4.28569 -2.49618
63 H 2.63961 3.03813 -0.40944
64 H -2.92657 3.05742 0.34027
65 H -3.22489 5.44086 -0.23380
66 H -1.28402 6.98587 -0.18703
67 H 0.94990 6.12861 0.44727
68 H 1.22951 3.74645 1.07693
69 H 0.53845 2.89470 3.62775
70 H -0.33188 3.62054 5.81467
71 H -2.69403 3.17766 6.42359
72 H -4.17763 2.01562 4.81361
73 H -3.29473 1.27265 2.62918
74 C -1.35616 -1.65531 4.43042
75 C -0.23208 -2.44334 4.65883
76 C 0.46394 -2.94708 3.57271
77 C 0.07330 -2.62426 2.26842
78 C -0.98695 -1.73311 2.00671
79 C -1.70919 -1.32554 3.12952
80 C 0.75728 -3.26063 1.11389
81 C 1.59797 -4.39558 1.29666
82 C 2.16770 -5.00657 0.23331
83 C 1.90997 -4.52448 -1.06954
84 C 2.46511 -5.11334 -2.22835
85 C 2.15526 -4.63062 -3.46648
86 C 1.25987 -3.54433 -3.58962
87 C 0.71482 -2.95641 -2.48422
88 C 1.03721 -3.42486 -1.18749
89 N 0.49808 -2.79698 -0.09170
90 H -1.94669 -1.29072 5.26387
91 H 0.08412 -2.68175 5.66634
92 H 1.32429 -3.57821 3.76041
93 H -2.59694 -0.72565 2.97996
94 H 1.75717 -4.78954 2.28856
95 H 2.80508 -5.87450 0.36746
96 H 3.13295 -5.96098 -2.11273
97 H 2.57371 -5.09108 -4.35261
98 H 0.97912 -3.18670 -4.57242
99 H -0.01989 -2.16598 -2.59083
100 Te -4.24507 -0.40663 -0.09146

Mulliken atomic charge list, values in e, 8 entries:
1. Sc -0.3583
2. C -0.7991
3. S -0.1473
4. C 0.5344
5. S -0.4732
6. N -1.1232
7. N 0.8572
8. C -1.5184

Record 4
Entry from OMol25: a molecular structure, C48H42CsFN8O5S (ωB97M-V/def2-TZVPD).

Output
Maximum force = 0.017 hartree/bohr
Gap between HOMO and LUMO = 5.889 eV
Net charge = -2

CARTESIAN COORDINATES (ANGSTROEM)
1 Cs 0.11301 -0.42612 1.15632
2 O -0.17629 -1.93323 -4.32482
3 C -0.83514 -1.52922 -3.35953
4 N -1.19105 -0.27842 -3.05553
5 C -1.51879 0.59459 -4.01229
6 O -1.89110 0.36369 -5.16803
7 C -1.50317 2.06114 -3.58520
8 C -1.64209 3.02002 -4.58533
9 C -1.60334 4.35980 -4.24319
10 C -1.43959 4.70054 -2.91143
11 C -1.32362 3.67466 -1.98257
12 N -1.34823 2.38486 -2.30083
13 C -1.25305 -2.58304 -2.34723
14 C -1.68131 -3.82044 -2.82484
15 C -2.09929 -4.77845 -1.91989
16 C -2.02433 -4.49930 -0.56306
17 C -1.52826 -3.26258 -0.18223
18 N -1.17023 -2.31788 -1.04580
19 H -1.77483 2.67810 -5.60167
20 H -1.69509 5.12712 -5.00404
21 H -1.38786 5.73203 -2.58690
22 H -1.19377 3.90694 -0.92937
23 H -1.68211 -3.99233 -3.89208
24 H -2.46614 -5.73866 -2.26456
25 H -2.31168 -5.22862 0.18299
26 H -1.34417 -3.03417 0.86374
27 C 5.93064 -6.34257 1.74458
28 C 5.82352 -5.88844 0.29607
29 C 5.74980 -7.09206 -0.63439
30 C 5.75559 -6.63648 -2.08183
31 C 4.68189 -5.60716 -2.31334
32 C 4.15867 -5.41558 -3.57350
33 C 3.16766 -4.46703 -3.78623
34 F 2.68873 -4.33412 -5.04101
35 C 2.68293 -3.68897 -2.77249
36 C 3.20259 -3.86596 -1.48349
37 C 2.69244 -2.99836 -0.39164
38 O 1.96977 -2.04085 -0.65180
39 C 3.12875 -3.36968 0.93502
40 C 4.10641 -4.29005 1.06520
41 N 4.66147 -5.02207 0.05416
42 C 4.19013 -4.83385 -1.24359
43 C 2.53502 -2.79030 2.23142
44 O 3.33239 -2.62259 3.16884
45 O 1.29693 -2.60982 2.18546
46 H 6.72962 -7.08223 1.81316
47 H 5.00044 -6.80646 2.07691
48 H 6.17258 -5.52994 2.42635
49 H 6.73066 -5.32098 0.04449
50 H 4.83385 -7.64824 -0.41185
51 H 6.59769 -7.74980 -0.43260
52 H 5.61036 -7.47954 -2.76023
53 H 6.73593 -6.20753 -2.31705
54 H 4.50856 -6.01019 -4.40921
55 H 1.90381 -2.95745 -2.95201
56 H 4.48139 -4.46428 2.06186
57 C -3.64635 5.23982 0.45417
58 C -4.06332 3.80458 0.12085
59 C -5.05529 3.26743 1.11496
60 C -6.41537 3.49598 0.93315
61 C -7.35576 3.02693 1.83672
62 C -6.92611 2.30550 2.94085
63 C -5.57675 2.05479 3.15424
64 C -5.12539 1.26640 4.35610
65 C -4.76364 2.15381 5.54868
66 C -4.62719 2.55037 2.24290
67 N -3.27778 2.22898 2.44215
68 C -2.50936 3.08551 3.00581
69 C -1.15076 2.89095 3.41885
70 C -0.40197 3.85572 4.11919
71 C 0.79859 3.23428 4.45786
72 C 0.70200 1.92719 3.94089
73 N -0.46179 1.71432 3.30948
74 H -2.99473 5.64739 -0.31821
75 H -3.11157 5.27714 1.40424
76 H -4.52456 5.88544 0.53913
77 H -3.18624 3.15788 0.09553
78 H -4.50448 3.77860 -0.87913
79 H -6.73578 4.04642 0.05385
80 H -8.41197 3.20705 1.67434
81 H -7.64991 1.91495 3.65015
82 H -4.25406 0.67009 4.07894
83 H -5.92438 0.57766 4.64703
84 H -3.91920 2.79970 5.30718
85 H -4.48370 1.55065 6.41528
86 H -5.60789 2.78900 5.82890
87 H -2.91108 4.07707 3.26882
88 H -0.71838 4.86449 4.35043
89 H 1.62865 3.65285 5.00943
90 H 1.44138 1.13774 4.01935
91 N 2.07059 0.20994 -2.52550
92 C 2.07404 1.42682 -1.92669
93 N 1.95537 1.63551 -0.65696
94 C 2.06801 2.98134 -0.36007
95 C 1.85943 3.54088 0.89997
96 C 1.90781 4.91662 1.03944
97 C 2.16257 5.74544 -0.05619
98 C 2.35766 5.20429 -1.31793
99 C 2.30543 3.82519 -1.45810
100 S 2.40028 2.86455 -2.90514
101 H 1.85210 -0.55837 -1.89450
102 H 1.56987 0.14296 -3.40173
103 H 1.62105 2.90998 1.74831
104 H 1.71847 5.34580 2.01535
105 H 2.18968 6.82063 0.07476
106 H 2.52309 5.84331 -2.17699

Mulliken atomic charge list, values in e, 8 entries:
1. Cs 1.0742
2. O -0.7993
3. C 0.2834
4. N -0.2685
5. C -0.0199
6. O -0.7614
7. C 0.4100
8. C -0.3707